(1)
DFT (ωB97M-V/def2-TZVPD) results for a cluster of 6 separate species, C16H46N2O6 in total in a non-equilibrium geometry.

XYZ file:
```
70
Properties=species:S:1:pos:R:3:nbo_charge:R:1
C 4.484 -3.427 9.595 -0.26
O 4.944 -4.032 8.409 -0.54
C 6.297 -3.743 8.114 -0.06
C 6.614 -4.290 6.664 -0.06
C 6.379 -5.831 6.524 -0.64
N 8.033 -4.026 6.408 -0.85
H 3.469 -3.755 9.818 0.19
H 4.245 -2.365 9.543 0.17
H 5.116 -3.600 10.465 0.17
H 6.596 -2.701 8.222 0.18
H 6.912 -4.284 8.834 0.15
H 5.934 -3.680 6.069 0.21
H 5.417 -6.123 6.943 0.23
H 7.037 -6.491 7.090 0.21
H 6.476 -6.036 5.457 0.21
H 8.626 -4.734 6.817 0.36
H 8.201 -4.235 5.434 0.37
C 13.378 -3.018 11.555 -0.26
O 13.126 -2.702 12.926 -0.56
C 12.931 -1.308 13.247 -0.06
C 12.528 -1.093 14.740 -0.06
C 11.482 -2.081 15.300 -0.62
N 12.193 0.277 14.976 -0.83
H 14.225 -2.443 11.181 0.17
H 12.585 -2.846 10.827 0.17
H 13.512 -4.074 11.318 0.19
H 13.797 -0.746 12.896 0.17
H 12.064 -0.989 12.669 0.16
H 13.461 -1.239 15.285 0.15
H 11.908 -3.072 15.459 0.23
H 10.643 -2.105 14.604 0.21
H 11.117 -1.855 16.301 0.21
H 12.950 0.901 14.739 0.36
H 12.058 0.282 15.977 0.36
C 10.478 -1.519 8.862 -0.63
C 9.166 -1.027 8.442 -0.07
O 8.860 -1.391 7.151 -0.77
H 10.538 -1.392 9.943 0.21
H 11.177 -0.882 8.321 0.22
H 10.601 -2.590 8.705 0.21
H 9.212 0.051 8.289 0.18
H 8.368 -1.242 9.153 0.15
H 8.601 -2.314 7.109 0.50
C 14.063 0.256 8.439 -0.66
C 14.498 -0.892 7.583 -0.06
O 14.610 -1.994 8.433 -0.74
H 13.119 0.544 7.976 0.21
H 14.722 1.118 8.344 0.21
H 13.636 0.111 9.432 0.23
H 15.441 -0.550 7.158 0.16
H 13.783 -1.116 6.791 0.17
H 15.500 -2.241 8.697 0.48
C 6.361 0.707 6.436 -0.63
C 5.403 -0.497 6.543 -0.05
O 4.481 -0.679 5.524 -0.72
H 6.841 0.984 7.374 0.21
H 5.776 1.613 6.277 0.21
H 7.123 0.540 5.675 0.22
H 4.882 -0.373 7.493 0.14
H 5.953 -1.409 6.774 0.14
H 3.696 -1.113 5.867 0.47
C 10.576 -2.473 4.258 -0.65
C 11.344 -1.276 4.800 -0.06
O 10.507 -0.282 5.333 -0.75
H 9.733 -2.755 4.889 0.21
H 11.127 -3.397 4.084 0.20
H 10.205 -2.321 3.244 0.21
H 11.796 -0.730 3.971 0.18
H 12.086 -1.587 5.535 0.14
H 9.916 -0.667 5.984 0.49
```

Computed properties:
charge	0
energy above the lowest of the compared OMol25 structures with the same formula, charge and spin	2.0011	eV
HOMO	-9.21	eV
E_LUMO	0.6283	eV
DFT total energy	-1197.9902	Ha
largest force on an atom	3.01	eV/A
SMILES	COC[C@H](C)N.COC[C@H](C)N.CCO.CCO.CCO.CCO

(2)
DFT (ωB97M-V/def2-TZVPD) results for a structure of composition C16H46N4O5 in a non-equilibrium geometry.

XYZ file:
```
71
Properties=species:S:1:pos:R:3:lowdin_charge:R:1
O 21.375 -7.314 4.911 -0.10
H 21.522 -8.039 4.303 0.08
H 22.115 -6.725 4.764 0.06
C 20.002 -5.125 0.803 -0.04
C 21.116 -5.749 1.714 -0.37
C 21.316 -4.976 3.056 -0.20
O 20.266 -5.063 3.930 -0.30
C 20.417 -4.263 5.200 0.05
N 20.637 -7.069 1.925 0.03
H 20.216 -4.085 0.553 0.08
H 19.045 -5.149 1.324 0.04
H 19.978 -5.725 -0.107 0.08
H 22.063 -5.880 1.190 0.14
H 21.303 -3.944 2.705 0.13
H 22.245 -5.252 3.554 0.12
H 20.702 -3.239 4.959 0.10
H 21.323 -4.749 5.561 0.10
H 19.563 -4.263 5.878 0.07
H 19.746 -7.169 2.390 0.05
H 21.288 -7.581 2.502 0.06
C 18.010 -6.126 5.937 -0.05
C 18.229 -6.654 4.568 -0.33
C 17.920 -5.632 3.411 -0.08
O 16.506 -5.322 3.402 -0.24
C 15.720 -6.316 2.768 -0.06
N 19.607 -7.150 4.494 -0.07
H 18.658 -5.324 6.291 0.05
H 18.114 -6.843 6.751 0.10
H 16.979 -5.780 5.855 0.07
H 17.580 -7.529 4.540 0.13
H 18.223 -5.981 2.425 0.10
H 18.479 -4.705 3.544 0.11
H 15.732 -6.143 1.692 0.07
H 14.644 -6.296 2.946 0.13
H 15.912 -7.365 2.993 0.08
H 19.836 -7.602 5.368 0.09
H 20.281 -6.415 4.334 -0.04
C 15.746 -8.309 1.069 -0.06
C 15.571 -7.863 -0.404 -0.44
C 16.141 -6.441 -0.726 -0.13
O 15.151 -5.478 -0.233 -0.25
C 15.481 -4.082 -0.421 -0.08
N 16.148 -8.741 -1.330 0.02
H 15.360 -7.469 1.647 -0.01
H 16.816 -8.261 1.270 0.09
H 15.438 -9.343 1.228 0.09
H 14.520 -7.990 -0.664 0.14
H 16.200 -6.246 -1.796 0.12
H 17.053 -6.109 -0.231 0.11
H 14.586 -3.462 -0.473 0.09
H 16.110 -3.933 -1.299 0.08
H 15.981 -3.848 0.519 0.05
H 17.125 -8.487 -1.352 0.07
H 16.095 -9.668 -0.934 0.07
C 16.310 -1.307 3.933 -0.05
C 16.681 -2.774 3.966 -0.40
C 15.841 -3.627 4.874 -0.24
O 15.654 -3.067 6.132 -0.15
C 14.804 -3.879 6.912 -0.11
N 16.741 -3.445 2.658 0.06
H 16.501 -0.928 2.929 0.07
H 16.689 -0.727 4.774 0.08
H 15.224 -1.242 3.876 0.07
H 17.692 -2.733 4.369 0.12
H 16.233 -4.641 4.796 0.07
H 14.881 -3.747 4.373 0.14
H 15.297 -4.770 7.300 0.08
H 13.788 -4.027 6.547 0.09
H 14.656 -3.273 7.806 0.08
H 17.721 -3.397 2.417 0.06
H 16.641 -4.446 2.751 -0.19
```

Computed properties:
charge	0
energy above the lowest of the compared OMol25 structures with the same formula, charge and spin	14.1069	eV
HOMO	-7.70	eV
E_LUMO	0.3442	eV
DFT total energy	-1231.8554	Ha
largest force on an atom	11.14	eV/A

(3)
DFT (ωB97M-V/def2-TZVPD) results for a cluster of 8 separate species, C16H47O8S7 in total in a non-equilibrium geometry.

XYZ file:
```
78
Properties=species:S:1:pos:R:3:lowdin_charge:R:1
C -22.242 -13.759 23.810 -0.17
C -21.161 -13.094 22.904 -0.57
O -20.178 -12.297 23.560 -0.45
H -23.056 -14.112 23.178 0.03
H -22.674 -12.998 24.460 0.04
H -21.856 -14.546 24.459 0.04
H -21.780 -12.619 22.143 0.04
H -20.744 -13.947 22.370 0.04
C -18.999 -14.060 28.472 -0.24
S -18.747 -14.540 30.252 0.82
O -19.803 -15.605 30.484 -0.59
C -17.163 -15.367 29.981 -0.30
H -18.091 -13.802 27.926 0.05
H -19.751 -13.276 28.384 0.05
H -19.371 -14.948 27.960 0.05
H -16.337 -14.682 29.788 0.05
H -17.204 -15.995 29.091 0.05
H -16.808 -16.030 30.769 0.05
C -29.200 -9.172 24.863 -0.26
S -29.217 -10.099 23.281 0.83
O -28.212 -9.426 22.328 -0.58
C -28.280 -11.558 23.782 -0.27
H -29.989 -8.427 24.760 0.04
H -28.248 -8.649 24.949 0.05
H -29.367 -9.799 25.739 0.05
H -27.895 -11.923 22.829 0.05
H -28.877 -12.343 24.247 0.05
H -27.394 -11.254 24.339 0.06
C -25.388 -11.706 17.695 -0.27
S -24.992 -12.733 16.229 0.83
O -25.306 -11.811 15.058 -0.60
C -23.143 -12.796 16.374 -0.25
H -25.193 -12.344 18.557 0.04
H -26.461 -11.515 17.729 0.05
H -24.784 -10.817 17.876 0.06
H -22.767 -11.859 15.962 0.05
H -22.651 -13.606 15.836 0.04
H -22.799 -12.773 17.408 0.05
C -16.790 -17.526 16.995 -0.26
S -16.934 -15.708 17.305 0.83
O -18.424 -15.456 17.102 -0.60
C -16.760 -15.639 19.138 -0.25
H -17.522 -17.995 17.652 0.05
H -15.786 -17.926 17.139 0.04
H -17.036 -17.895 15.999 0.05
H -17.624 -16.120 19.598 0.06
H -16.736 -14.616 19.513 0.05
H -15.846 -16.149 19.441 0.04
C -16.448 -17.042 24.112 -0.25
S -14.974 -17.658 25.070 0.83
O -14.999 -19.198 24.986 -0.60
C -13.768 -17.171 23.758 -0.27
H -16.549 -17.650 23.213 0.05
H -16.266 -15.988 23.898 0.05
H -17.354 -17.046 24.717 0.05
H -13.756 -16.085 23.670 0.04
H -14.089 -17.592 22.805 0.05
H -12.804 -17.485 24.158 0.04
C -23.250 -20.657 20.042 -0.26
S -22.021 -19.355 20.570 0.83
O -20.603 -19.917 20.558 -0.59
C -22.136 -17.996 19.319 -0.25
H -23.244 -21.475 20.762 0.04
H -23.038 -21.130 19.084 0.05
H -24.224 -20.172 20.101 0.04
H -23.086 -18.038 18.786 0.04
H -21.378 -18.054 18.538 0.05
H -22.047 -17.017 19.790 0.05
C -23.048 -7.739 23.604 -0.24
S -22.759 -7.818 25.441 0.82
O -21.359 -7.399 25.782 -0.56
C -23.848 -6.377 25.851 -0.28
H -23.301 -6.717 23.323 0.03
H -23.905 -8.367 23.358 0.04
H -22.146 -8.030 23.067 0.06
H -23.808 -6.289 26.937 0.03
H -24.816 -6.328 25.351 0.05
H -23.350 -5.442 25.594 0.04
```

Computed properties:
charge	-1
energy above the lowest of the compared OMol25 structures with the same formula, charge and spin	0.0000	eV
HOMO	-2.61	eV
E_LUMO	1.8610	eV
DFT total energy	-4026.6980	Ha
largest force on an atom	2.81	eV/A